Formula: CBrNO3
Source: the OMol25 dataset
Level of theory: wB97M-V/def2-TZVPD

ORCA input file:
```
! RIJCOSX wB97M-V def2-TZVPD def2/J DEFGRID3
* xyz 0 3
C -0.14 0.15 0.92
N 0.11 0.52 -0.40
O 1.21 0.22 1.66
O -0.06 1.72 -0.61
O 0.44 -0.29 -1.21
Br -1.71 -0.21 1.77
*
```

Results
HOMO-LUMO gap (alpha / beta) (eV): 8.10 / 8.63
Highest occupied orbital energy (alpha / beta) (eV): -9.02 / -11.90

=====

Formula: C20H22N6O2
Source: the OMol25 dataset
Level of theory: wB97M-V/def2-TZVPD

ORCA input file:
```
! RIJCOSX wB97M-V def2-TZVPD def2/J DEFGRID3
* xyz 0 1
O -1.25 -0.07 -4.67
N -0.95 -1.57 -0.32
N -1.01 -1.89 -1.59
N -0.99 4.50 5.66
O -2.05 0.66 4.08
C -0.72 -1.16 -4.67
C -1.25 3.61 4.83
C -0.08 -0.51 -0.18
C 0.86 3.60 4.84
C 0.61 -0.34 -1.37
C 0.43 4.60 5.64
C 0.85 1.40 1.12
C -1.09 0.24 1.97
C 0.73 2.26 2.23
C -1.17 1.02 3.09
C -0.08 0.29 1.04
C -0.21 2.02 3.28
N -0.15 2.97 4.28
N 0.01 -1.30 -2.24
N -1.26 -2.04 -5.61
C -1.54 -0.45 4.83
C 1.30 5.61 6.34
C 0.39 -1.51 -3.70
C 0.63 -3.42 -6.25
C 1.71 -3.11 -5.19
C -0.30 -3.85 -4.23
C -0.73 -3.43 -5.61
C 0.83 -2.96 -3.88
H -2.22 3.33 4.57
H 1.95 3.35 4.80
H 1.19 0.60 -1.57
H 1.60 1.73 0.31
H -1.76 -0.62 1.80
H 1.26 3.21 2.24
H -2.23 -1.93 -5.73
H -2.25 -1.29 4.74
H -1.56 -0.20 5.90
H -0.58 -0.96 4.54
H 2.18 6.01 5.76
H 0.77 6.50 6.68
H 1.70 5.22 7.27
H 1.17 -0.90 -3.92
H 0.83 -4.33 -6.66
H 0.63 -2.71 -7.17
H 2.42 -3.93 -5.14
H 2.37 -2.29 -5.39
H 0.13 -4.84 -4.22
H -1.17 -3.82 -3.50
H -1.43 -4.02 -6.08
H 1.45 -3.27 -2.94
*
```

Results
HOMO-LUMO gap (eV): 8.40
Highest occupied orbital energy (eV): -7.99

=====

Formula: C21H51AlNO4P2
Source: the OMol25 dataset
Level of theory: wB97M-V/def2-TZVPD

ORCA input file:
```
! RIJCOSX wB97M-V def2-TZVPD def2/J DEFGRID3
* xyz -1 1
C 3.01 -2.98 1.58
C 3.45 -1.51 1.77
C 3.12 -0.61 0.56
C 1.95 0.34 0.84
C 0.62 -0.18 0.29
C -0.59 0.49 0.97
C -1.82 0.55 0.08
C -3.05 1.14 0.78
C -4.37 0.66 0.18
C -5.60 1.24 0.89
C -6.89 0.45 0.59
Al -8.47 0.93 1.73
C -10.16 0.16 0.93
C -10.01 -1.36 0.75
C -11.25 -2.03 0.13
C -10.94 -3.36 -0.56
P -8.30 0.05 3.95
N -7.95 -1.52 3.99
H 3.83 -3.66 1.81
H 2.20 -3.24 2.25
H 2.67 -3.17 0.56
H 2.92 -1.15 2.65
H 4.52 -1.48 1.96
H 2.91 -1.20 -0.33
H 4.02 -0.03 0.34
H 1.86 0.56 1.91
H 2.15 1.28 0.31
H 0.57 -1.27 0.42
H 0.61 0.04 -0.78
H -0.26 1.50 1.23
H -0.77 -0.06 1.89
H -1.57 1.20 -0.77
H -2.05 -0.44 -0.32
H -3.03 0.96 1.85
H -3.00 2.22 0.64
H -4.42 0.99 -0.86
H -4.45 -0.43 0.24
H -5.76 2.24 0.46
H -5.43 1.34 1.97
H -6.67 -0.63 0.64
H -7.16 0.67 -0.45
H -8.59 2.56 1.82
H -10.95 0.31 1.68
H -10.39 0.65 -0.02
H -9.12 -1.55 0.13
H -9.85 -1.82 1.72
H -11.72 -1.32 -0.56
H -11.93 -2.24 0.95
H -10.41 -3.22 -1.50
H -11.87 -3.90 -0.75
H -10.33 -4.00 0.07
H -7.36 0.76 4.76
H -9.54 0.25 4.62
H -7.82 -1.85 3.04
O 6.70 2.08 -1.32
P 7.63 1.24 -2.11
O 8.58 0.64 -0.91
C 7.99 -0.27 0.03
C 7.59 -1.59 -0.60
O 8.61 2.28 -2.85
C 8.37 3.69 -2.83
C 9.03 4.34 -1.63
O 7.86 0.02 -3.09
C 8.96 -0.12 -4.01
C 10.32 -0.18 -3.35
H 7.13 0.22 0.50
H 8.74 -0.43 0.81
H 6.79 -1.45 -1.32
H 7.23 -2.28 0.16
H 8.43 -2.04 -1.12
H 7.31 3.90 -2.86
H 8.80 4.08 -3.75
H 8.81 3.80 -0.71
H 8.69 5.37 -1.52
H 10.12 4.34 -1.74
H 8.91 0.67 -4.76
H 8.78 -1.05 -4.53
H 10.54 0.72 -2.77
H 11.08 -0.28 -4.12
H 10.38 -1.03 -2.67
*
```

Results
HOMO-LUMO gap (eV): 5.89
Highest occupied orbital energy (eV): -4.30

=====

Formula: C17H50O8
Source: the OMol25 dataset
Level of theory: wB97M-V/def2-TZVPD

ORCA input file:
```
! RIJCOSX wB97M-V def2-TZVPD def2/J DEFGRID3
* xyz 0 1
O -2.26 -1.01 1.13
H -2.60 -0.60 1.94
H -1.36 -1.24 1.37
C 4.03 1.19 -0.98
C 4.62 0.18 0.04
C 5.15 1.00 1.23
O 3.54 -0.58 0.49
H 4.82 1.43 -1.66
H 3.60 2.00 -0.42
H 3.29 0.73 -1.62
H 5.45 -0.33 -0.44
H 5.96 1.67 0.86
H 5.62 0.25 1.89
H 4.35 1.51 1.68
H 3.69 -1.09 1.34
C -1.37 -4.37 1.57
C 0.10 -4.09 1.30
C 0.60 -4.83 0.07
O 0.29 -2.64 1.19
H -1.98 -3.95 0.82
H -1.58 -4.04 2.58
H -1.66 -5.44 1.53
H 0.64 -4.40 2.26
H 0.38 -5.90 0.29
H 1.66 -4.71 -0.09
H 0.08 -4.50 -0.83
H 0.86 -2.55 0.38
C -4.54 4.17 -0.90
C -3.14 4.60 -0.44
C -2.99 4.56 1.10
O -2.03 3.77 -0.87
H -5.28 4.97 -0.64
H -4.91 3.34 -0.37
H -4.47 4.02 -2.01
H -2.82 5.59 -0.76
H -1.98 4.87 1.34
H -3.08 3.49 1.34
H -3.72 5.14 1.74
H -2.27 2.86 -1.18
C 1.79 0.67 3.01
C 2.50 -0.48 3.73
O 2.72 -1.62 2.89
H 1.71 1.49 3.70
H 0.80 0.35 2.80
H 2.32 0.84 2.09
H 2.10 -0.83 4.73
H 3.56 -0.11 3.94
H 1.86 -1.98 2.54
C 0.26 1.87 -1.31
C 0.13 1.46 0.14
O 0.32 0.03 0.16
H 0.86 1.12 -1.84
H 0.68 2.94 -1.44
H -0.77 1.90 -1.73
H -0.84 1.74 0.52
H 0.90 1.80 0.80
H 1.16 -0.08 -0.28
C -4.41 0.45 -2.83
C -3.56 -0.17 -1.75
O -2.84 0.86 -1.03
H -5.24 0.98 -2.31
H -4.80 -0.37 -3.39
H -4.00 1.09 -3.54
H -2.80 -0.92 -2.16
H -4.18 -0.80 -1.07
H -2.49 0.38 -0.26
C -0.14 -2.04 -2.79
C 1.35 -1.94 -2.61
O 1.77 -2.22 -1.26
H -0.45 -3.08 -2.72
H -0.44 -1.63 -3.74
H -0.65 -1.60 -1.99
H 1.58 -0.86 -2.76
H 1.87 -2.44 -3.36
H 2.67 -1.86 -1.13
*
```

Results
HOMO-LUMO gap (eV): 10.23
Highest occupied orbital energy (eV): -9.52

=====

Formula: C2H6N2
Source: the OMol25 dataset
Level of theory: wB97M-V/def2-TZVPD

ORCA input file:
```
! RIJCOSX wB97M-V def2-TZVPD def2/J DEFGRID3
* xyz 0 1
C 1.18 -0.31 -0.01
C 0.28 0.91 -0.10
H 1.37 -0.97 -0.90
H 0.89 -0.85 0.91
H 2.18 0.06 0.36
H 0.90 1.82 -0.11
H -2.72 -0.08 0.14
H -1.29 -1.16 -0.27
N -1.02 0.85 0.02
N -1.77 -0.27 -0.03
*
```

Results
HOMO-LUMO gap (eV): 9.52
Highest occupied orbital energy (eV): -8.43

=====

Formula: C3H4N2O
Source: the OMol25 dataset
Level of theory: wB97M-V/def2-TZVPD

ORCA input file:
```
! RIJCOSX wB97M-V def2-TZVPD def2/J DEFGRID3
* xyz 0 1
C 0.19 -1.57 0.59
C 0.17 -0.13 0.08
N 1.17 0.68 0.04
O 0.77 1.87 -0.48
C -0.65 1.73 -0.78
N -1.11 0.58 -0.48
H 1.15 -1.92 1.02
H -0.57 -1.68 1.37
H -0.06 -2.26 -0.23
H -1.05 2.68 -1.21
*
```

Results
HOMO-LUMO gap (eV): 11.69
Highest occupied orbital energy (eV): -10.62

=====

Formula: C3H5IN2
Source: the OMol25 dataset
Level of theory: wB97M-V/def2-TZVPD

ORCA input file:
```
! RIJCOSX wB97M-V def2-TZVPD def2/J DEFGRID3
* xyz 0 1
C 0.53 -0.84 -0.03
C -0.86 -0.61 -0.47
C 1.22 0.44 0.33
N 0.95 1.63 0.66
N -1.52 0.18 0.28
I -3.44 0.71 -0.42
H 1.21 -1.14 -0.90
H -1.21 -1.19 -1.35
H 0.70 -1.49 0.92
H 2.39 0.35 0.10
H 0.03 1.98 0.86
*
```

Results
HOMO-LUMO gap (eV): 8.95
Highest occupied orbital energy (eV): -9.27

=====

Formula: C29H39As2HfN4OS3
Source: the OMol25 dataset
Level of theory: wB97M-V/def2-TZVPD

ORCA input file:
```
! RIJCOSX wB97M-V def2-TZVPD def2/J DEFGRID3
* xyz 1 1
Hf -0.72 -0.23 -0.02
S 1.32 0.31 -1.43
C 0.17 0.42 -2.79
N 0.50 0.05 -4.01
N 1.65 -0.47 -4.21
C 2.09 -0.89 -5.47
C 3.37 -1.43 -5.57
C 3.83 -1.85 -6.80
C 3.02 -1.74 -7.93
C 1.75 -1.20 -7.82
C 1.27 -0.77 -6.60
N -1.04 0.93 -2.66
N -1.48 1.26 -1.49
C -2.69 2.01 -1.56
C -3.24 2.53 -0.39
C -4.39 3.30 -0.43
C -5.00 3.58 -1.65
C -4.45 3.08 -2.82
C -3.30 2.30 -2.78
H 2.26 -0.60 -3.40
H 3.98 -1.52 -4.68
H 4.82 -2.27 -6.89
H 3.39 -2.07 -8.89
H 1.13 -1.10 -8.70
H 0.29 -0.34 -6.48
H -2.78 2.32 0.56
H -4.82 3.68 0.49
H -5.90 4.18 -1.68
H -4.90 3.31 -3.77
H -2.87 1.91 -3.69
C 2.14 -0.25 3.61
As 1.72 -0.27 1.67
C 3.41 0.55 1.14
C 2.04 -2.17 1.39
C 3.29 -2.69 1.09
C 3.50 -4.06 1.04
C 2.45 -4.93 1.30
C 1.19 -4.42 1.58
C 0.97 -3.05 1.63
As -0.80 -2.30 2.01
C -0.85 -2.59 3.97
C -1.98 -3.79 1.58
H 3.03 -0.85 3.78
H 1.32 -0.65 4.20
H 2.33 0.78 3.91
H 4.23 0.18 1.76
H 3.33 1.63 1.29
H 3.62 0.37 0.09
H 4.12 -2.02 0.89
H 4.49 -4.44 0.82
H 2.62 -5.99 1.30
H 0.37 -5.10 1.77
H -0.50 -3.60 4.20
H -1.89 -2.49 4.29
H -0.25 -1.86 4.51
H -1.85 -4.61 2.29
H -1.79 -4.14 0.57
H -3.01 -3.44 1.64
C -3.11 -2.54 -3.15
C -2.70 -1.99 -1.81
S -1.00 -2.28 -1.39
C -3.58 -1.35 -1.01
C -5.03 -1.16 -1.37
S -3.15 -0.63 0.55
H -2.24 -2.90 -3.69
H -3.59 -1.77 -3.76
H -3.81 -3.37 -3.04
H -5.36 -1.86 -2.13
H -5.21 -0.14 -1.73
H -5.65 -1.31 -0.48
C -1.82 2.82 3.12
C -0.50 2.27 2.63
O -0.52 1.94 1.22
H -1.75 3.03 4.18
H -2.62 2.09 2.97
H -2.08 3.74 2.60
H -0.25 1.35 3.15
H 0.31 2.98 2.80
H -0.63 2.76 0.73
*
```

Results
HOMO-LUMO gap (eV): 5.78
Highest occupied orbital energy (eV): -9.69

=====

Formula: C3H4N2OS
Source: the OMol25 dataset
Level of theory: wB97M-V/def2-TZVPD

ORCA input file:
```
! RIJCOSX wB97M-V def2-TZVPD def2/J DEFGRID3
* xyz 0 1
C 0.30 -0.10 -0.09
C -0.50 1.10 -0.10
C -1.29 2.02 -0.08
H 1.70 -1.79 0.04
H 1.96 0.59 0.75
H -2.36 -0.51 -0.11
H -2.02 2.77 -0.02
N 1.67 0.09 -0.11
N -0.12 -1.33 -0.19
O 2.42 -1.13 -0.08
S -1.76 -1.71 -0.02
*
```

Results
HOMO-LUMO gap (eV): 8.87
Highest occupied orbital energy (eV): -8.64

=====

Formula: H10O4S
Source: the OMol25 dataset
Level of theory: wB97M-V/def2-TZVPD

ORCA input file:
```
! RIJCOSX wB97M-V def2-TZVPD def2/J DEFGRID3
* xyz 0 1
S -2.57 1.43 -1.63
H -1.54 0.90 -2.30
H -2.30 2.60 -2.22
H -1.30 1.87 1.21
H -0.36 1.16 0.21
O -0.47 1.38 1.14
H -1.31 -1.64 1.21
H -0.51 -0.58 1.87
O -0.51 -1.53 1.73
H 1.79 -1.88 0.90
H 3.28 -1.47 1.04
O 2.57 -1.55 0.39
H 1.52 0.42 -1.04
H 0.98 -1.02 -1.19
O 0.73 -0.09 -1.35
*
```

Results
HOMO-LUMO gap (eV): 10.54
Highest occupied orbital energy (eV): -9.94

=====

Formula: C4H7NO2
Source: the OMol25 dataset
Level of theory: wB97M-V/def2-TZVPD

ORCA input file:
```
! RIJCOSX wB97M-V def2-TZVPD def2/J DEFGRID3
* xyz 0 1
C 1.15 1.06 -0.49
C 0.84 -0.31 -1.10
C 0.05 -1.27 -0.25
N -0.27 -1.04 0.96
C -2.16 0.79 1.56
O -2.55 0.03 2.36
O -1.82 1.57 0.77
H 0.55 1.24 0.41
H 0.93 1.86 -1.20
H 2.20 1.15 -0.21
H 0.31 -0.21 -2.05
H 1.77 -0.84 -1.35
H -0.22 -2.20 -0.76
H -0.79 -1.83 1.35
*
```

Results
HOMO-LUMO gap (eV): 11.04
Highest occupied orbital energy (eV): -10.27

=====

Formula: C5H12S2
Source: the OMol25 dataset
Level of theory: wB97M-V/def2-TZVPD

ORCA input file:
```
! RIJCOSX wB97M-V def2-TZVPD def2/J DEFGRID3
* xyz 0 1
C 1.10 -0.63 1.38
C 0.40 0.37 2.27
C 2.33 -0.08 0.64
S 1.81 1.03 -0.69
S -1.93 -0.79 0.07
C -1.19 -0.36 -1.46
C -2.20 0.46 -2.30
H 0.47 -0.90 0.51
H 1.41 -1.59 1.76
H 0.33 1.30 1.74
H 0.85 0.54 3.24
H -0.66 0.09 2.35
H 3.06 0.34 1.32
H 2.87 -0.88 0.13
H -0.29 0.33 -1.40
H -0.96 -1.30 -1.95
H -3.22 0.11 -2.27
H -1.95 0.46 -3.36
H -2.25 1.50 -1.96
*
```

Results
HOMO-LUMO gap (eV): 4.37
Highest occupied orbital energy (eV): -8.14

=====

Formula: C3H6O2
Source: the OMol25 dataset
Level of theory: wB97M-V/def2-TZVPD

ORCA input file:
```
! RIJCOSX wB97M-V def2-TZVPD def2/J DEFGRID3
* xyz 0 1
C -0.21 0.44 -0.48
C 1.55 -0.24 0.27
C -1.32 -0.08 0.23
O 1.83 -1.28 -0.40
O -1.82 0.70 1.21
H -0.10 1.51 -0.38
H -0.07 0.10 -1.49
H 1.38 -0.52 1.31
H -1.82 -0.92 -0.11
H 1.82 -1.25 -1.46
H -1.26 1.52 1.31
*
```

Results
HOMO-LUMO gap (alpha / beta) (eV): 7.61 / 7.25
Highest occupied orbital energy (alpha / beta) (eV): -7.10 / -6.70

=====

Formula: C8H6NO5Y
Source: the OMol25 dataset
Level of theory: wB97M-V/def2-TZVPD

ORCA input file:
```
! RIJCOSX wB97M-V def2-TZVPD def2/J DEFGRID3
* xyz 2 1
O 0.30 3.26 3.49
C -0.63 4.10 3.22
Y -1.62 1.04 -0.62
O 0.09 0.34 2.44
C -0.24 0.77 1.39
C -2.18 -1.18 0.24
O -2.79 -2.12 0.60
C -3.64 1.16 0.60
O -4.83 1.22 0.57
C -2.65 1.23 1.74
O -2.80 1.74 2.83
H -2.37 1.54 -2.04
C 3.08 -2.36 -1.35
C 2.72 -0.99 -1.94
C 1.46 -0.47 -1.53
N 0.42 0.00 -1.30
H 3.13 -2.30 -0.26
H 4.07 -2.64 -1.73
H 2.35 -3.11 -1.67
H 3.46 -0.21 -1.64
H 2.68 -1.00 -3.04
*
```

Results
HOMO-LUMO gap (alpha / beta) (eV): 6.23 / 6.27
Highest occupied orbital energy (alpha / beta) (eV): -17.55 / -17.56

=====

Formula: C3H9N3
Source: the OMol25 dataset
Level of theory: wB97M-V/def2-TZVPD

ORCA input file:
```
! RIJCOSX wB97M-V def2-TZVPD def2/J DEFGRID3
* xyz 0 1
C -2.36 1.07 0.45
N -1.30 1.11 -0.55
H -1.67 1.28 -1.48
H -0.10 0.00 -0.31
H -1.90 0.95 1.43
H -2.99 1.96 0.45
H -2.99 0.19 0.26
C 2.28 -2.15 -0.42
C 1.58 0.50 0.66
N 1.11 -1.74 -0.19
N 0.90 -0.36 -0.01
H 2.41 -3.21 -0.59
H 2.49 0.04 1.10
H -0.62 1.85 -0.32
H 3.16 -1.51 -0.48
*
```

Results
HOMO-LUMO gap (eV): 9.01
Highest occupied orbital energy (eV): -7.94